(1)
Molecular formula: C18H39Cl12O4P
Method: DFT, ωB97M-V with the def2-TZVPD basis set

Summary:
HOMO energy   -10.38 eV
Gap between HOMO and LUMO   0.3903 Ha
Electronic energy   -187050.5926 eV

Cartesian coordinates (Å):
C1 1.47716 0.16514 -3.43979
C2 1.94660 -0.31711 -2.02229
O1 0.62867 -0.68694 -1.38702
P1 0.56604 -2.03173 -0.58815
O2 1.44825 -2.19649 0.57576
O3 0.84485 -3.10736 -1.75537
C3 1.16841 -4.38045 -1.28449
C4 0.98075 -5.36358 -2.42505
O4 -0.91989 -2.20686 -0.21132
C5 -1.95392 -2.22105 -1.21670
C6 -3.25098 -2.41935 -0.46847
H1 0.94853 1.07256 -3.23831
H2 2.32298 0.25136 -4.11290
H3 0.77954 -0.54578 -3.80669
H4 2.68146 -1.12578 -2.04975
H5 2.38941 0.43259 -1.40486
H6 2.21011 -4.37033 -0.89775
H7 0.47518 -4.58200 -0.45436
H8 -0.05313 -5.55182 -2.57444
H9 1.47090 -4.99652 -3.32832
H10 1.52806 -6.27880 -2.19913
H11 -1.89256 -1.23960 -1.70185
H12 -1.68677 -3.05507 -1.86075
H13 -3.89963 -2.83805 -1.24617
H14 -3.12378 -3.16199 0.33237
H15 -3.53725 -1.39944 -0.16308
Cl1 2.33111 6.11715 -2.56117
C7 2.60046 4.38597 -2.19119
C8 2.35016 4.08098 -0.71085
Cl2 0.74617 4.47764 -0.13745
H16 3.55604 4.05942 -2.55345
H17 1.79637 3.94168 -2.74390
H18 3.02606 4.61023 -0.06238
H19 2.59307 3.01771 -0.54135
Cl3 0.83562 4.75939 3.92356
C9 -0.12469 4.05570 5.31470
C10 -0.70206 2.73774 4.83750
Cl4 -1.95709 2.46976 6.12646
H20 -0.90335 4.78012 5.47205
H21 0.55405 3.98354 6.16536
H22 0.05014 1.96171 4.82287
H23 -1.19777 2.74077 3.85495
Cl5 -6.09359 1.19976 -4.00557
C11 -4.55683 2.14276 -4.01236
C12 -3.45280 1.22040 -3.65705
Cl6 -1.88379 2.10032 -3.78888
H24 -4.59963 2.86921 -3.21162
H25 -4.39821 2.46761 -5.02605
H26 -3.33523 0.31548 -4.26736
H27 -3.46365 0.90825 -2.61561
Cl7 -2.77768 -2.34606 4.97980
C13 -1.17022 -2.02000 4.30202
C14 -1.00600 -2.58988 2.88036
Cl8 -1.06248 -4.35264 2.73318
H28 -0.43773 -2.47657 4.98997
H29 -1.02425 -0.95891 4.20715
H30 -0.09315 -2.24997 2.37317
H31 -1.87091 -2.24449 2.33388
Cl9 2.71360 0.78605 1.33763
C15 4.09423 -0.33218 1.10471
C16 4.11425 -1.44255 2.18177
Cl10 5.24453 -2.73149 1.66217
H32 4.97762 0.32046 1.12954
H33 4.02671 -0.79798 0.14514
H34 3.10246 -1.89272 2.19577
H35 4.39858 -1.05779 3.17627
Cl11 -3.01027 2.74097 -0.27030
C17 -1.57661 1.69918 -0.37526
C18 -0.82535 1.56098 0.93582
Cl12 -1.89796 0.85455 2.15063
H36 -0.86694 2.11124 -1.09020
H37 -1.87284 0.69742 -0.71515
H38 -0.56772 2.51546 1.37757
H39 0.06857 0.95807 0.75206

=====

(2)
Molecular formula: C18H39ClNO2P
Method: DFT, ωB97M-V with the def2-TZVPD basis set

Summary:
HOMO energy (spin up / spin down)   -10.83 / -11.96 eV
Total charge   +1
Multiplicity   2
Gap between HOMO and LUMO (spin up / spin down)   0.2955 / 0.3369 Ha
Expectation value of S²   0.75
Electronic energy   -46687.2421 eV

Cartesian coordinates (Å):
C1 2.47398 3.85530 2.29970
C2 1.90024 2.44285 2.20714
C3 0.35961 2.41713 2.27140
Cl1 -0.37708 3.56579 3.39758
P1 -0.23683 0.80174 2.81343
O1 -1.78966 0.71596 2.92491
C4 -2.53410 0.26123 1.71667
C5 -3.73782 1.12907 1.41032
C6 -4.25457 0.64201 0.04838
C7 -3.46007 2.64340 1.50236
C8 -3.88182 3.18777 2.88252
C9 -4.15166 3.48779 0.42622
H1 1.97913 4.51550 1.58796
H2 3.54222 3.82736 2.09551
H3 2.34533 4.28323 3.29238
H4 2.15644 2.06433 1.21418
H5 2.35624 1.78073 2.94715
H6 -0.03531 2.56481 1.26342
H7 0.19159 -0.20284 1.93389
H8 0.26078 0.58196 4.09589
H9 -2.87256 -0.74514 1.96133
H10 -1.85237 0.17186 0.86330
H11 -4.50530 0.87522 2.14727
H12 -5.23974 1.06415 -0.13523
H13 -3.58136 0.94305 -0.75474
H14 -4.35604 -0.44431 0.02606
H15 -2.38700 2.84826 1.40350
H16 -3.35634 4.12401 3.07279
H17 -4.95026 3.40380 2.87056
H18 -3.65064 2.48787 3.68427
H19 -3.80167 4.51747 0.53527
H20 -5.23111 3.52196 0.57560
H21 -3.91140 3.18375 -0.59017
C10 2.45373 -1.38797 -3.79700
C11 2.19774 -1.16893 -2.29720
C12 3.44049 -1.54062 -1.48542
C13 3.69154 -3.04634 -1.43590
C14 2.45942 -3.78618 -0.91721
C15 1.17424 -3.45361 -1.68101
N1 1.02398 -1.96600 -1.81270
O2 0.50641 -1.44544 -0.75269
C16 1.17184 -4.13547 -3.05977
C17 -0.03186 -4.00991 -0.93053
C18 1.88806 0.31666 -2.13979
H22 3.16926 -0.64445 -4.14769
H23 2.88050 -2.35593 -4.03549
H24 1.53440 -1.26618 -4.37070
H25 3.32565 -1.16619 -0.46177
H26 4.30340 -1.02560 -1.91276
H27 3.97625 -3.41962 -2.42213
H28 4.53915 -3.25130 -0.78009
H29 2.61952 -4.86499 -0.96464
H30 2.31865 -3.53764 0.14028
H31 0.36517 -3.74751 -3.68255
H32 1.00894 -5.20503 -2.93135
H33 2.10652 -4.03430 -3.60246
H34 -0.07276 -3.66152 0.09934
H35 0.03654 -5.09701 -0.91244
H36 -0.96380 -3.73362 -1.42542
H37 0.97233 0.58269 -2.66958
H38 2.70783 0.89717 -2.56192
H39 1.77617 0.60401 -1.09489

=====

(3)
Molecular formula: C18H39NO2
Method: DFT, ωB97M-V with the def2-TZVPD basis set

Summary:
HOMO energy   -7.80 eV
Gap between HOMO and LUMO   0.3094 Ha
Electronic energy   -24865.1215 eV

Cartesian coordinates (Å):
C1 1.84739 -1.04982 7.14561
C2 0.90491 -1.45209 6.03876
C3 1.71179 -2.06733 4.88615
C4 0.72627 -2.24317 3.53042
C5 -0.41245 -3.40985 3.61617
C6 -1.19303 -3.54765 2.39814
C7 -2.10056 -2.30062 1.82844
C8 -2.69110 -2.94453 0.65247
C9 -3.62331 -1.80740 0.11370
C10 -3.03699 -0.60447 -0.40505
C11 -2.00746 -0.76392 -1.60038
C12 -1.45627 0.39769 -2.38828
C13 -0.88568 -0.11001 -3.67047
C14 -0.28365 1.33462 -4.25391
C15 0.80335 1.99410 -3.65757
C16 1.05532 3.39627 -4.41902
O1 0.14380 4.13815 -4.43480
C17 2.32891 4.33809 -3.77111
N1 1.97314 4.72659 -2.41249
C18 3.63594 3.27483 -3.66683
O2 4.56908 4.06109 -3.45199
H1 1.37055 -0.54976 7.87509
H2 2.43147 -1.97311 7.48258
H3 2.48983 -0.27370 6.98359
H4 0.42856 -0.25694 5.77063
H5 0.14288 -2.08203 6.19846
H6 2.35593 -1.34078 4.49755
H7 1.92770 -2.96069 5.13437
H8 1.42241 -2.53615 2.68558
H9 0.36665 -1.37924 3.38986
H10 -1.00891 -2.71312 4.42356
H11 0.17015 -4.15924 4.16830
H12 -1.94528 -4.51761 2.73611
H13 -0.26868 -3.99180 1.72903
H14 -1.32551 -1.75575 1.66327
H15 -2.70083 -2.08378 2.70630
H16 -2.25231 -3.23260 -0.18848
H17 -3.28852 -3.68929 0.93957
H18 -4.39943 -1.92776 -0.56647
H19 -4.37958 -1.37785 0.91583
H20 -2.28219 0.08354 0.34923
H21 -3.92464 0.22143 -0.58948
H22 -1.47079 -1.33626 -1.27145
H23 -2.76730 -1.37721 -2.35961
H24 -0.85328 0.98197 -1.44287
H25 -2.34143 0.89990 -2.62764
H26 -0.01407 -0.59982 -3.36490
H27 -1.46325 -0.55755 -4.28068
H28 -1.12599 1.85892 -4.60844
H29 0.08748 0.98561 -5.24078
H30 1.54128 1.58180 -3.45602
H31 0.19194 2.36373 -2.64659
H32 1.46222 2.98799 -5.49001
H33 -0.07682 4.78407 -3.64935
H34 2.58731 4.99339 -4.39043
H35 2.58387 5.45061 -2.09049
H36 2.10914 3.76322 -1.83579
H37 3.73011 2.95399 -4.74572
H38 3.50265 2.56867 -2.93046
H39 4.97728 4.83268 -3.95121

=====

(4)
Molecular formula: C18H40BF10NO6S3Si2
Method: DFT, ωB97M-V with the def2-TZVPD basis set

Summary:
HOMO energy   -7.69 eV
Gap between HOMO and LUMO   0.3043 Ha
Electronic energy   -109203.0854 eV

Cartesian coordinates (Å):
C1 -0.90649 -1.13065 3.43148
C2 -2.28640 -0.80253 2.87386
O1 -2.66967 0.53581 3.16544
C3 -2.48186 -1.09781 1.39047
Si1 -2.06358 0.18568 0.05478
C4 -1.95681 1.98412 0.60773
C5 -0.62303 2.49342 1.12262
C6 0.42606 2.70742 0.03623
F1 -0.11151 1.66086 2.11116
O2 -0.68453 -0.22219 -0.86814
Si2 0.69105 -0.78999 -0.17877
C7 0.76261 -2.73858 -0.24327
F2 -0.44155 -3.33492 -0.42288
F3 1.22321 -3.14367 0.98499
C8 1.75309 -3.35411 -1.25557
F4 1.98445 -4.64651 -0.90257
F5 2.94220 -2.69587 -1.18506
C9 1.21113 -3.34158 -2.72319
F6 0.85537 -4.59271 -3.08038
F7 0.14421 -2.52978 -2.82548
C10 2.25817 -2.85456 -3.75995
F8 2.57329 -1.56004 -3.54450
F9 1.70798 -2.96247 -4.99187
F10 3.36674 -3.60908 -3.71967
B1 -3.57451 0.10111 -1.30367
O3 -4.64039 0.99589 -1.14413
N1 -3.61963 -0.83969 -2.41542
C11 -2.89705 -0.37244 -3.59302
C12 -3.23578 -2.20510 -2.04614
H1 -0.54580 -2.05201 2.98937
H2 -0.21617 -0.31012 3.28989
H3 -0.99173 -1.30062 4.50010
H4 -2.97431 -1.46013 3.40885
H5 -2.88383 0.56827 4.09456
H6 -1.95847 -2.02554 1.17015
H7 -3.53132 -1.34058 1.25854
H8 -2.18671 2.58999 -0.26521
H9 -2.74715 2.17284 1.32410
H10 -0.79075 3.45526 1.59976
H11 1.24978 2.02959 0.24350
H12 0.84019 3.69816 0.11555
H13 0.04887 2.47940 -0.95189
H14 0.90787 -0.40575 1.21677
H15 1.83906 -0.31719 -0.97607
H16 -4.40326 1.86370 -1.47746
H17 -3.29045 -0.86829 -4.47707
H18 -3.08406 0.68892 -3.72865
H19 -1.82492 -0.55150 -3.51775
H20 -3.60673 -2.88054 -2.80625
H21 -3.74532 -2.46411 -1.12554
H22 -2.15570 -2.29869 -1.92517
C13 3.79094 5.57817 3.65467
S1 2.32130 5.86492 2.67056
O4 2.09298 4.62306 1.88095
C14 3.06125 7.06420 1.55553
H23 3.55737 4.81640 4.39384
H24 4.60152 5.22875 3.01589
H25 4.07741 6.49705 4.16503
H26 3.92061 6.61590 1.05721
H27 3.36233 7.94502 2.12210
H28 2.31048 7.34198 0.81912
C15 -5.23087 -3.30998 -6.97909
S2 -5.36208 -4.60218 -5.73705
O5 -5.19461 -3.94534 -4.41691
C16 -3.79612 -5.39405 -6.12698
H29 -6.09947 -2.66372 -6.87615
H30 -4.32069 -2.73415 -6.81141
H31 -5.22406 -3.75993 -7.97183
H32 -2.98612 -4.67265 -6.01886
H33 -3.83044 -5.78404 -7.14420
H34 -3.65620 -6.21329 -5.42560
C17 4.75062 1.64439 5.17043
S3 5.49898 2.51295 6.55463
O6 5.79544 3.89425 6.09010
C18 7.04994 1.60641 6.52880
H35 3.77570 2.08950 4.98323
H36 5.38039 1.75257 4.28750
H37 4.62681 0.59261 5.42721
H38 7.52141 1.71854 5.55267
H39 6.85717 0.55560 6.74386
H40 7.69214 2.02599 7.29959

=====

Question: Among the records above, which one has the lowest electronic energy?
Answer: C18H39Cl12O4P

=====

Question: Among the records above, which one has the highest electronic energy?
Answer: C18H39NO2